{"formula": "C28H56Br10O6", "method": "the ωB97M-V functional and the def2-TZVPD basis", "elements": ["C", "H", "Br", "H", "H", "H", "C", "H", "H", "C", "H", "H", "H", "H", "H", "C", "H", "C", "O", "H", "H", "H", "H", "C", "C", "H", "C", "Br", "Br", "H", "H", "H", "C", "H", "C", "H", "Br", "Br", "H", "C", "C", "C", "H", "H", "C", "H", "C", "Br", "H", "H", "H", "H", "C", "H", "O", "C", "H", "O", "H", "C", "C", "H", "H", "H", "H", "H", "C", "Br", "H", "H", "O", "H", "H", "H", "H", "H", "H", "C", "C", "H", "C", "H", "H", "O", "Br", "H", "C", "H", "O", "Br", "H", "H", "H", "C", "Br", "C", "C", "H", "H", "C"], "positions_angstrom": [[-1.471444, 1.483043, 1.601799], [-2.268983, -1.699395, -1.585570], [-1.935709, 2.662793, -1.782326], [-1.576215, -3.260164, 1.295351], [-8.491459, 1.087273, 0.165832], [-3.849020, 0.287693, -4.438596], [-1.699964, 0.146334, 0.987347], [5.137379, -2.647036, 2.328543], [-0.221699, -3.802327, 2.046868], [5.109307, 1.239868, -1.677443], [3.872452, -0.855082, -2.419864], [3.871468, -1.841283, -0.928108], [3.956387, -3.655110, 3.253650], [3.478618, 2.577856, 0.831850], [-3.341803, -0.420907, -1.769785], [2.253119, 4.396053, 0.759950], [3.329570, -2.392577, -4.614158], [-1.524296, -2.519485, 3.270584], [2.253655, -2.802044, 1.044197], [-3.212721, -3.363138, 4.318837], [3.152251, 4.870374, 2.767624], [-1.718100, 1.425216, 2.639954], [-0.752630, -6.173060, -1.862132], [-2.990304, -2.448285, 3.678029], [-0.999751, -5.117764, -2.045315], [-0.771380, -0.197466, -0.883602], [2.987940, -2.437562, 1.949749], [-5.482016, 1.168304, -0.930289], [-0.233911, 6.859146, -3.046787], [-3.606355, -2.464994, 2.805073], [1.249618, -1.017295, -5.619458], [3.305491, 6.170557, 1.677694], [2.016245, -0.677609, -4.844767], [5.761298, 0.712431, -2.407242], [3.334782, -1.356037, -5.013722], [-3.014374, -1.104439, -5.171954], [-0.596823, 0.497942, 7.885020], [1.965471, 1.228146, -4.704447], [0.371213, -0.138136, 0.396110], [-0.909503, 5.358972, -1.964681], [3.351008, 3.502924, 0.253977], [-6.650558, -0.075515, 0.033744], [-7.266999, 1.305602, 1.442281], [2.740528, -0.706930, -1.030185], [-1.283895, -3.670235, 2.237722], [4.401234, -4.028901, 1.577148], [-0.076804, 1.949279, 5.487203], [-8.604945, -0.820517, 1.969722], [4.300720, 1.811220, -2.204842], [1.559404, 1.062270, 6.697070], [1.548235, -0.996147, -3.854919], [-0.779376, -1.548696, 0.156775], [0.116541, -4.100270, -1.799659], [-0.220825, 2.851228, 6.092043], [1.133355, 4.443361, 0.224642], [-0.660030, -0.462603, 0.133337], [-1.458979, -4.985434, -3.065694], [-0.604701, -1.829685, 3.625351], [0.616886, -0.005937, 5.641764], [4.174038, -3.242046, 2.261047], [2.817958, -1.094603, 2.661539], [-0.027589, 4.977326, -1.483750], [1.632283, 5.757973, 2.374147], [-3.751996, -1.688701, -2.661337], [-0.434903, 1.736057, 1.347828], [-0.908465, 1.534458, 4.959768], [-2.877770, -0.131801, -4.675777], [3.933527, -1.230506, -6.930754], [4.310576, 3.981602, 0.238972], [4.225228, -0.823277, -4.502330], [4.910352, 0.203255, 0.512987], [1.780723, -0.773961, 2.468020], [3.011977, -1.002297, 3.776136], [-2.654397, 4.568182, -3.136872], [3.058417, 3.275706, -0.720992], [-5.979709, -0.657714, 0.615992], [-0.193874, -3.059014, -1.993081], [-2.106494, -0.656928, -3.419336], [-7.752868, 0.573723, 0.830193], [-1.759218, -4.622144, 2.415820], [2.590163, 5.349379, 1.947790], [-3.275202, -1.480892, 4.210787], [0.455104, -4.190589, -0.737978], [-0.900286, -0.638045, -3.393554], [1.189310, 2.453602, 4.085548], [-2.137007, 2.124270, 1.099613], [-1.648113, 4.385116, -2.867903], [-7.158096, -0.731428, -0.702240], [-2.795168, -0.329501, 1.104989], [-2.474568, -4.736953, -0.797199], [5.767103, 2.039633, -1.188820], [-1.538694, 5.856323, -1.279134], [-1.178586, 4.183990, -3.817572], [3.758198, -0.860643, -1.306119], [1.583792, -4.500316, -3.008585], [0.589721, 0.849044, 6.289460], [-2.890349, -1.194409, -2.306772], [3.394380, -0.343991, 2.134631], [-2.246710, 0.435038, -5.326478], [4.608609, 0.229263, -0.689984]], "forces_ev_per_angstrom": [[1.92, -0.90, -0.67], [-0.07, -0.66, -0.10], [0.36, 0.89, -0.85], [-0.88, 0.16, -0.60], [0.40, -0.73, 0.76], [0.00, 0.18, -0.05], [-0.32, 0.93, -0.11], [-1.28, -0.28, 0.21], [0.30, -0.15, 0.56], [1.17, 2.00, 0.27], [-0.32, -0.04, 1.03], [0.93, -1.03, 0.55], [0.43, -0.14, 0.03], [-0.25, 0.23, 0.05], [-0.54, 1.78, 0.89], [-1.35, 1.33, 0.40], [-0.16, 0.53, -0.84], [-0.33, -1.96, -1.04], [-0.26, 0.52, 0.59], [0.18, 1.20, -0.74], [-0.38, -0.36, -0.36], [0.12, 0.18, 0.71], [0.22, 0.60, -0.15], [0.19, 0.91, 1.95], [-0.73, 0.49, -1.00], [-0.37, 0.63, -1.23], [0.00, 0.81, -1.15], [-0.55, 0.06, 0.21], [-0.05, -0.08, -0.16], [-0.32, -0.32, -0.70], [1.21, 0.63, 0.90], [-0.90, -0.55, -0.32], [-2.46, -1.65, 1.03], [-0.60, 0.29, 0.21], [2.37, 1.00, 0.24], [-0.45, 0.22, -0.28], [0.61, -0.02, -0.89], [0.34, 0.41, -0.28], [-0.66, -0.47, 0.08], [0.08, 0.09, -1.46], [-0.36, -0.04, 1.08], [-1.15, -0.82, -1.42], [-0.29, 0.39, 0.86], [-1.11, 0.66, -0.09], [1.02, 1.29, 0.67], [-0.43, -0.60, -0.57], [1.43, 0.23, 0.75], [0.33, 0.85, -0.65], [0.53, -0.93, 0.26], [0.25, 0.32, 0.10], [0.71, 0.23, -1.22], [0.33, 0.05, 0.15], [-0.43, -0.31, 1.06], [-0.44, -0.33, -0.42], [2.41, -0.30, 1.17], [1.48, -0.78, 0.87], [0.63, -0.29, 1.07], [-0.28, 0.59, 0.36], [0.02, -0.81, 0.19], [1.96, 0.46, 1.42], [-1.42, 0.12, 0.58], [0.01, -0.44, 0.08], [1.05, -0.25, -0.56], [-0.81, -1.32, -0.36], [-0.28, 0.62, 0.72], [-0.76, 0.23, 0.00], [0.58, -1.99, 1.31], [-0.32, -0.41, 0.84], [0.47, 0.47, 0.13], [-1.73, -0.73, -0.66], [-0.50, 0.46, -2.21], [0.17, -0.26, 0.36], [0.00, -0.55, -1.41], [-0.99, 0.92, 0.23], [-0.26, -0.72, -1.70], [0.44, -0.38, 0.64], [0.06, -0.58, -0.02], [-0.20, 1.43, -1.35], [0.10, 0.41, -0.53], [-0.39, -0.05, 0.17], [-0.41, 0.15, 0.22], [0.63, -1.37, -0.36], [0.09, 0.18, -1.00], [0.65, -0.17, -0.09], [0.13, 0.10, -0.13], [-0.83, 1.11, -0.47], [0.47, -1.05, 1.00], [0.76, 0.32, 0.15], [-1.26, -1.43, 0.09], [0.10, -0.13, -0.30], [-0.90, -1.23, -0.42], [-0.73, 0.13, 0.89], [0.76, -0.52, 0.14], [0.33, 0.84, -1.38], [0.05, 0.07, 0.10], [-1.20, 0.20, 0.32], [0.55, -0.31, 0.07], [0.64, -0.09, -0.05], [0.28, 0.66, -0.09], [0.45, -1.05, 1.74]], "energy_ha": -27291.99465, "molar_mass_g_mol": 1287.79, "gap_ev": 9.9, "multiplicity": 1, "de_lowest_kcal_mol": 38.8, "lumo_ev": 0.37, "charge": 0}

=====

{"formula": "C28H56Br6NiO12S5", "method": "the ωB97M-V functional and the def2-TZVPD basis", "elements": ["H", "H", "H", "S", "H", "H", "H", "C", "O", "C", "C", "H", "H", "H", "C", "C", "C", "Ni", "H", "S", "C", "Br", "C", "H", "H", "H", "C", "C", "C", "H", "C", "H", "O", "H", "Br", "Br", "O", "O", "H", "H", "H", "H", "C", "C", "H", "C", "H", "C", "C", "C", "S", "H", "C", "H", "C", "H", "S", "H", "O", "H", "O", "H", "O", "O", "H", "H", "C", "H", "H", "H", "S", "O", "Br", "C", "C", "H", "H", "O", "H", "O", "H", "H", "Br", "C", "C", "H", "H", "Br", "H", "H", "H", "C", "H", "H", "H", "H", "H", "C", "O", "H", "H", "H", "H", "H", "C", "H", "H", "H"], "positions_angstrom": [[-6.040549, -0.991784, -2.335291], [-1.883459, 2.730756, -2.789821], [0.549981, 1.326426, 0.649869], [2.549001, -3.004524, 3.640429], [1.431621, -4.689444, 4.820439], [-1.093659, -0.446094, -4.137191], [-1.133649, 0.539166, 6.147219], [-0.316569, 0.881356, 1.138839], [0.290471, 0.083776, 2.204759], [-2.535669, 4.384266, -1.501681], [-6.363509, -3.039494, -2.316731], [2.769381, 1.596286, 1.645929], [5.243051, 1.576426, 3.498439], [-4.254409, 1.744536, -2.809061], [-0.218459, 0.685616, 5.573569], [-6.718989, -1.657054, -1.801221], [3.315121, 1.830626, 2.559899], [-0.242399, -1.873184, 1.686989], [-7.047529, -3.726624, -1.818661], [3.701341, 4.182256, -2.327111], [-4.613409, -2.674934, -0.550771], [5.803811, 1.407326, 1.044109], [1.307951, 4.360066, -1.089441], [-2.115089, 5.281176, -1.956391], [-0.585169, -2.729944, -3.521341], [1.270021, 5.445446, -1.182271], [3.892491, -0.829004, -0.351311], [2.727051, 4.010716, -0.701681], [-5.023339, 3.453236, -1.839901], [-4.366229, -2.821174, -2.686921], [3.541981, -4.739404, 5.190819], [3.273841, 4.632716, 0.007009], [-5.649739, -0.306304, 0.346339], [0.115781, 4.174596, -2.876531], [0.661551, 2.402646, 6.206509], [-0.908949, -1.783424, -6.451501], [4.696501, 3.111756, -2.553571], [1.733141, -2.200824, 0.407879], [3.988791, -4.050384, 1.897169], [-6.565959, -3.187804, -3.377451], [4.384491, -4.052704, 5.272779], [-1.825639, 4.200656, -0.695311], [2.565561, -0.052794, -2.332381], [-1.628329, -1.259294, -4.628041], [-7.729109, -1.256584, -1.887101], [3.855501, -5.365134, 3.751819], [3.413531, -6.361074, 3.781069], [-2.780049, 3.316606, -2.587331], [0.729611, -0.492454, 5.533679], [3.959941, -0.087304, -1.689331], [-4.243269, 4.729746, -0.757001], [0.961091, -1.743004, -2.133691], [4.715161, 1.179256, 2.631449], [1.854651, 0.626916, -1.862591], [-1.623189, -2.430024, -3.665071], [1.956991, -3.358794, 5.899129], [2.748741, -2.191154, -0.666561], [2.485721, -4.923954, 2.196199], [4.104101, 5.605276, -2.307431], [2.191951, 4.671386, -4.168761], [3.558171, -1.981074, 3.962529], [2.354521, -2.168054, -2.973431], [3.460111, -3.441354, -1.008871], [-1.168889, -1.386764, -0.128431], [4.917471, -5.557754, 3.599439], [-2.640559, -0.894594, -4.802631], [2.209491, 3.909256, -3.389691], [2.628961, 0.264636, -3.373201], [-0.777969, 1.783936, 1.539539], [-4.355469, -3.337834, 0.275139], [-6.044629, -1.625954, -0.087851], [-4.696979, 6.076116, -1.087931], [-2.566459, -3.893684, -4.546711], [-3.920049, 2.427376, -2.028011], [0.997821, 3.706896, -2.439061], [0.132171, -1.234394, 5.003879], [0.484381, 4.019436, -0.461901], [1.306351, -2.569924, 2.958419], [3.488071, -0.307874, 0.516419], [-4.230289, 4.349246, 0.646769], [4.624681, 0.101696, 2.768479], [4.642651, -0.585564, -2.377621], [1.082761, -1.264844, 7.320569], [3.308081, -4.393514, 2.676259], [2.014461, -1.472384, -2.206291], [-3.591479, 1.820886, -1.184031], [-5.275869, 3.941656, -2.781061], [3.381501, 3.715926, 2.944419], [2.600591, 1.458036, 3.293869], [-2.029149, -2.186104, -2.683341], [4.400821, 0.905816, -1.603131], [2.246831, -4.012804, 5.076709], [-3.744559, -2.018414, -0.597341], [-5.955089, 3.083956, -1.411461], [2.456691, 2.951496, -3.847611], [-0.506309, 0.903656, 4.545129], [4.839871, -1.221754, 0.017909], [-1.065339, 0.070026, -0.081391], [-6.968969, -2.406344, 0.765139], [-2.897559, 3.751246, -3.579991], [-2.122329, 0.314826, 0.023309], [-0.718229, 0.445136, -1.044141], [0.725911, 2.659546, -2.307771], [2.731321, 2.961886, -0.404951], [-4.962739, -3.300284, -1.910561], [-4.725799, -4.364184, -1.901031], [3.442831, -5.480694, 5.983749], [1.644571, -0.361844, 4.955849]], "forces_ev_per_angstrom": [[-0.05, 0.57, 0.01], [0.26, -0.24, 0.56], [0.46, 0.19, -0.49], [0.38, 0.74, -1.56], [-0.15, 0.03, 0.01], [0.52, 0.07, -0.61], [0.41, -0.05, 0.26], [2.29, -1.65, -0.48], [-2.19, -1.56, -1.43], [-0.35, 0.89, -0.46], [-2.56, -0.44, 0.88], [0.35, 0.48, -0.36], [0.17, 0.02, -0.29], [0.02, -0.23, 0.01], [0.77, 1.10, -0.14], [1.16, 0.76, -0.07], [0.10, -0.80, 0.04], [1.36, 2.74, -1.80], [-0.04, -0.29, 0.09], [-0.08, 0.79, 1.47], [0.01, 0.83, 0.33], [0.04, 0.45, 0.18], [-0.15, 0.66, -0.48], [-0.57, 0.38, 0.02], [-0.18, -0.36, 0.01], [-0.36, 0.08, -0.05], [0.01, -0.49, 0.12], [0.54, -1.07, -0.92], [-0.35, 0.14, 1.31], [0.41, -0.16, 0.19], [1.28, -0.55, -1.36], [-0.33, -0.03, -0.05], [0.01, -0.30, -0.38], [-0.01, 0.07, 0.00], [-0.54, -1.16, -0.29], [-0.15, 0.87, 1.42], [-1.50, 1.54, 0.28], [1.00, -0.39, -0.97], [0.05, 0.17, 0.34], [0.30, 0.31, -0.06], [-0.23, 0.11, 1.12], [-0.39, -0.81, 0.14], [-0.56, -0.38, 0.10], [-0.42, -0.09, -0.05], [0.02, -0.40, 0.29], [0.02, 0.08, 1.15], [-0.43, 0.14, -0.74], [1.22, -0.80, 1.09], [-1.10, -0.13, 0.07], [0.17, 0.51, 0.08], [0.74, 0.57, -0.20], [-0.30, 0.95, 0.30], [-1.09, -0.01, 0.62], [0.24, 0.19, 0.38], [0.61, -0.07, -1.02], [0.13, -0.05, 0.04], [-0.28, -0.58, -0.39], [-0.20, 0.53, -0.25], [-0.40, -2.11, -0.61], [-0.30, 0.15, 0.36], [-1.50, -1.30, -0.51], [0.52, 0.23, -0.16], [-1.04, 1.65, 0.79], [1.85, 0.61, 2.40], [0.03, 0.31, 0.29], [0.08, -0.18, -0.25], [0.72, -1.20, 0.36], [0.06, -0.17, -0.05], [-1.15, -0.43, 0.08], [-0.60, -0.28, -0.11], [-1.46, -1.61, 0.46], [0.30, -1.25, -0.05], [-0.03, -0.23, 0.68], [0.03, 0.57, -2.02], [0.44, 1.05, -0.85], [0.21, -0.35, 0.11], [0.55, 0.14, 0.77], [0.72, -0.65, 1.40], [-0.39, 0.38, -0.39], [-0.05, -0.15, -1.20], [-0.15, 0.04, -0.05], [-0.04, -0.40, 0.07], [0.07, 0.39, -0.56], [-0.79, -0.58, 0.70], [0.32, -1.58, 0.34], [-0.26, 0.42, 0.28], [0.22, 0.08, 0.01], [0.02, 0.25, -0.32], [0.53, -0.31, 0.39], [-0.30, -0.02, -0.13], [-0.25, 0.08, 0.28], [-0.60, 0.76, -0.42], [-0.03, 0.24, -0.20], [0.17, 0.08, 0.37], [0.01, 0.11, -0.30], [0.18, 0.03, -0.04], [0.03, -0.22, -0.42], [-1.74, -0.51, 1.56], [1.41, 1.04, -1.23], [-1.01, 0.27, 0.19], [-0.18, 0.81, -0.21], [0.37, 0.10, -0.09], [0.40, -0.15, -0.04], [0.50, -0.12, 0.10], [1.44, -0.24, 0.05], [0.02, 0.07, -0.18], [0.58, 0.03, -0.11], [0.01, 0.27, 0.46]], "energy_ha": -20946.46022, "molar_mass_g_mol": 1283.20, "s2": 2.006, "gap_ev": [7.9, 7.4], "multiplicity": 3, "de_lowest_kcal_mol": 98.6, "lumo_ev": [-0.76, -1.19], "charge": 0}